Density functional theory data (ωB97M-V/def2-TZVPD) for C8H10O as an isolated structure in a non-equilibrium geometry.

The calculation puts the orbital gap at 9.4 eV. Its energy relative to the best compared isomer or geometry (same formula, charge and spin) is 280.3 kcal per mole. For the total energy, the calculation gives -385.62713 a.u. The calculation puts the strongest force on any atom at 0.1296 Eh/bohr. As for the spin multiplicity: 1. The LUMO energy comes out at 0.3402 eV.

Structure (XYZ):
```
19
Properties=species:S:1:pos:R:3:nbo_charge:R:1
C 2.1992 0.2870 0.2725 -0.392
C 1.2065 -1.2571 -0.2322 -0.379
C -0.2345 -0.9263 0.1619 -0.047
C -1.5880 -1.0761 0.1499 -0.139
C -2.4298 0.3629 0.1538 -0.426
C -1.0258 1.1384 -0.2149 0.141
C 1.0757 1.0832 -0.0451 0.087
C -0.0892 0.3878 0.6642 -0.358
H 3.1678 0.0444 -0.0847 0.225
H 2.4664 0.2533 1.3701 0.179
H 1.8471 -1.9948 0.2631 0.234
H 1.3881 -1.3009 -1.3894 0.230
H -2.0756 -2.0871 -0.7957 0.169
H -3.2638 0.2737 -0.3980 0.212
H -2.9532 0.3547 1.1294 0.223
H -0.9392 0.8140 -1.3254 0.174
H 1.2016 0.6181 -1.1964 0.145
H 0.0145 0.7256 1.6561 0.238
O 0.0321 2.2992 -0.1393 -0.515
```

Density functional theory data (ωB97M-V/def2-TZVPD) for a 4-piece molecular cluster, C2H12NO3 overall in a non-equilibrium geometry.

The charge is +1. The calculation puts the orbital gap at 10.2 eV. Its energy relative to the best compared isomer or geometry (same formula, charge and spin) is 47.0 kcal per mole. For the total energy, the calculation gives -363.57596 a.u. The calculation puts the strongest force on any atom at 0.0706 Eh/bohr. As for the spin multiplicity: 1. The LUMO energy comes out at -4.6832 eV.

Structure (XYZ):
```
18
Properties=species:S:1:pos:R:3:nbo_charge:R:1
C -1.6632 1.5099 -1.1305 -0.448
C -1.8159 -0.9020 -1.1221 0.111
N -1.0886 0.1306 -1.0075 -0.444
H -1.7046 2.0109 -0.0923 0.249
H -2.7699 1.4773 -1.4517 0.247
H -0.9775 2.0107 -1.8604 0.257
H -2.8879 -0.8042 -0.7031 0.246
H -1.2860 -1.8346 -1.4978 0.242
H -0.0467 -0.0702 -0.7943 0.491
H 4.6069 0.2422 0.8636 0.487
H 4.4251 1.3140 -0.1480 0.494
O 3.9617 0.5067 0.1868 -0.968
H -0.6857 -0.9951 1.9772 0.455
H -1.4970 -1.0565 3.1352 0.474
O -1.4281 -1.5399 2.3299 -0.928
H 1.4459 -1.3750 0.6213 0.487
H 2.1097 -0.0691 0.4320 0.526
O 1.3020 -0.5557 0.2617 -0.978
```

Density functional theory data (ωB97M-V/def2-TZVPD) for C19H23B2F9N5O4S4V as an isolated structure in a non-equilibrium geometry.

The charge is +1. The calculation puts the orbital gap (alpha / beta) at 4.9 / 3.4 eV. Its energy relative to the best compared isomer or geometry (same formula, charge and spin) is 49.8 kcal per mole. For the total energy, the calculation gives -4797.66479 a.u. The expectation value of S² is 0.756. The calculation puts the strongest force on any atom at 0.1101 Eh/bohr. As for the spin multiplicity: 2. The LUMO energy (alpha / beta) comes out at -4.5387 / -6.0432 eV.

Structure (XYZ):
```
67
Properties=species:S:1:pos:R:3:mulliken_spin:R:1
V 0.5530 -1.1652 -1.1493 0.007
C 4.3420 -2.8037 -0.9457 0.000
C 2.9694 -2.3674 -1.3077 0.000
N 2.0057 -2.2134 -0.4569 0.000
O 2.2571 -2.4260 0.8428 0.000
B 1.1535 -2.1438 1.7965 0.010
F 1.6320 -1.5368 2.9055 -0.001
F 0.4076 -3.2787 2.0353 0.000
O 0.1659 -1.1168 1.1182 -0.014
N -0.5585 -1.6770 0.1498 0.006
C -1.6837 -2.3174 0.1471 0.001
C -2.5414 -2.6017 1.3252 0.001
C -2.0258 -2.5075 -1.2452 -0.006
N -1.0787 -2.0214 -1.9978 0.005
O -1.3376 -1.8427 -3.2989 -0.001
B -0.4673 -0.7532 -3.8073 -0.002
F -0.9738 -0.1455 -4.8798 0.000
F -0.3784 0.1931 -2.6302 0.001
O 0.9006 -1.2504 -3.9944 0.000
N 1.3659 -1.6510 -2.7981 0.000
C 2.5982 -2.0183 -2.6791 0.000
C 3.5654 -2.0462 -3.8036 0.000
C -3.3244 -2.9991 -1.7785 0.002
H 4.3688 -3.1162 0.0936 0.000
H 5.0431 -1.9789 -1.0867 0.000
H 4.6611 -3.6300 -1.5817 0.000
H -1.9312 -2.6791 2.2216 -0.001
H -3.0906 -3.5294 1.1812 0.000
H -3.2550 -1.7828 1.4548 -0.001
H 3.1650 -1.4886 -4.6448 0.000
H 3.7417 -3.0779 -4.1200 0.000
H 4.5114 -1.6108 -3.4897 0.000
H -4.0877 -3.0124 -1.0045 0.000
H -3.2139 -4.0061 -2.1841 0.000
H -3.6331 -2.3562 -2.6027 -0.001
F 3.1814 4.7550 1.8373 0.000
C 3.0047 3.8878 0.8346 0.000
C 2.5843 2.5949 1.1057 0.000
F 2.3635 2.2003 2.3698 0.003
C 2.3997 1.7351 0.0457 -0.004
F 1.9833 0.4672 0.2330 0.002
C 2.5890 2.0787 -1.2813 0.000
S 2.2276 0.9068 -2.4946 0.001
C 3.0293 3.3836 -1.5226 0.000
F 3.2490 3.7859 -2.7699 0.000
C 3.2360 4.2741 -0.4808 0.000
F 3.6514 5.5152 -0.7280 0.000
S -0.9986 1.7857 1.9041 0.463
C -1.5235 1.6889 3.4860 0.028
N -2.6245 2.2492 3.9636 0.033
C -2.9705 1.9859 5.3548 -0.004
C -1.6886 1.4995 6.0274 0.002
S -0.6358 0.8252 4.6901 0.049
H -3.2356 2.7847 3.3662 -0.003
H -3.7595 1.2321 5.4067 0.002
H -3.3337 2.8982 5.8248 0.001
H -1.8674 0.7134 6.7550 0.004
H -1.1360 2.3069 6.5028 0.000
C -4.1690 1.8561 -0.6801 -0.015
S -2.5328 1.1523 -0.3783 0.396
C -1.5042 2.4294 -1.1300 -0.028
H -4.2011 2.8787 -0.3102 0.004
H -4.8995 1.2464 -0.1540 0.001
H -4.3688 1.8366 -1.7502 0.023
H -1.6377 2.4110 -2.2089 0.015
H -0.4681 2.1931 -0.8868 0.016
H -1.7705 3.3999 -0.7169 0.004
```

Density functional theory data (ωB97M-V/def2-TZVPD) for an isolated ion of composition C4H8NO2 and charge +1 in a non-equilibrium geometry.

The charge is +1. The calculation puts the orbital gap at 7.9 eV. Its energy relative to the best compared isomer or geometry (same formula, charge and spin) is 134.4 kcal per mole. For the total energy, the calculation gives -361.99923 a.u. The SMILES is C[N+](=O)C[C@H]1CO1. The calculation puts the strongest force on any atom at 0.0902 Eh/bohr. As for the spin multiplicity: 1. The LUMO energy comes out at -7.2655 eV.

Structure (XYZ):
```
15
Properties=species:S:1:pos:R:3:nbo_charge:R:1
C 2.3305 -0.3938 0.0834 -0.421
N 1.1301 0.4675 -0.1943 0.368
O 1.2575 1.6583 -0.0978 -0.076
C -0.0302 -0.2275 -0.6863 -0.365
C -1.4116 -0.3963 0.0479 0.061
C -2.1716 0.6764 0.7372 -0.094
O -2.4800 0.1698 -0.5453 -0.433
H 2.5298 -0.7081 -0.8601 0.247
H 1.9861 -1.1267 0.6635 0.236
H 3.0821 0.2198 0.5952 0.268
H -0.4035 0.3317 -1.5984 0.316
H 0.4030 -1.2213 -0.9895 0.254
H -1.5889 -1.3989 0.4695 0.220
H -2.8588 0.2946 1.4526 0.211
H -1.7745 1.6545 0.9225 0.207
```

Density functional theory data (ωB97M-V/def2-TZVPD) for C5H9N as an isolated structure in a non-equilibrium geometry.

The calculation puts the orbital gap at 9.7 eV. Its energy relative to the best compared isomer or geometry (same formula, charge and spin) is 153.1 kcal per mole. For the total energy, the calculation gives -250.42295 a.u. The calculation puts the strongest force on any atom at 0.1219 Eh/bohr. As for the spin multiplicity: 1. The LUMO energy comes out at 0.7297 eV.

Structure (XYZ):
```
15
Properties=species:S:1:pos:R:3:nbo_charge:R:1
C 0.3791 0.7701 -0.5422 -0.118
C -0.2525 -0.6641 1.2725 -0.442
C -1.6899 0.7814 -0.4243 -0.478
N -0.2882 -0.3672 -0.1538 -0.332
C 2.1371 -0.1030 -0.5387 -0.184
C 2.5640 -1.2371 -0.7174 -0.382
H 0.3862 0.9994 -1.6030 0.231
H 0.5932 1.5615 0.1762 0.200
H 0.5381 -1.3976 1.4324 0.240
H -1.2030 -1.1200 1.5630 0.205
H -0.0599 0.2068 1.9066 0.178
H -2.1704 0.8940 0.5443 0.207
H -1.6444 1.7725 -0.8750 0.223
H -2.2276 0.1125 -1.0913 0.228
H 2.9381 -2.2091 -0.9491 0.224
```